i) Computed, not measured: a structure of composition C3H3N3, with ωB97M-V/def2-TZVPD.

Last column: Mulliken charge in e.
Atoms and positions in Å:
C 0.62 -0.55 0.05  -0.249
C 0.13 -0.12 -1.27  -0.051
N -1.09 0.24 -1.32  -0.430
N -1.45 1.26 0.14  -0.148
N -0.73 1.10 1.09  -0.050
C 0.15 0.00 1.17  -0.131
H 1.21 -1.46 0.10  0.323
H 0.80 -0.16 -2.15  0.341
H 0.37 -0.32 2.18  0.395

Computed properties:
2S+1: 1
Kohn-Sham gap (spin up / spin down): 8.81 / 8.80 eV

---

ii) Computed, not measured: an isolated molecule of C3H3N3, with ωB97M-V/def2-TZVPD.

Last column: Mulliken charge in e.
Atoms and positions in Å:
N -0.87 2.59 -0.36  -0.392
C -0.21 1.75 0.11  0.288
C 0.50 0.62 0.67  -0.187
N 1.61 -0.05 -0.19  -0.519
C 0.47 -0.60 -0.09  0.406
N -0.38 -1.57 -0.44  -0.472
H 0.56 0.58 1.75  0.340
H -1.30 -1.43 -0.04  0.275
H -0.38 -1.89 -1.40  0.262

Computed properties:
2S+1: 1
Kohn-Sham gap: 10.85 eV
SMILES: N#C[C@@H]1N=C1N

---

What are the relative energies? In kJ/mol: i) 188.8; ii) 0.0.

---

i) Computed, not measured: an isolated molecule of C21H24N4O2S, with ωB97M-V/def2-TZVPD.

Last column: Mulliken charge in e.
Atoms and positions in Å:
C 1.76 1.25 -6.51  -1.084
C 1.15 2.03 -5.34  -1.002
C 0.69 1.08 -4.27  0.696
C -0.58 0.53 -4.30  -0.754
C -1.00 -0.36 -3.34  -0.574
C -0.13 -0.74 -2.31  0.696
N -0.62 -1.64 -1.35  0.025
C -0.03 -2.06 -0.21  0.333
O 1.11 -1.81 0.12  -0.717
C -0.96 -2.86 0.69  -1.164
C -1.98 -1.91 1.36  -0.289
C -2.81 -2.73 2.34  -0.189
O -3.45 -3.69 1.96  -0.666
N -2.78 -2.36 3.64  -0.087
C -2.08 -1.21 4.16  -0.767
C -0.86 -0.93 3.28  -0.574
N -1.32 -0.75 1.92  0.333
C -1.43 0.44 1.30  0.365
S -2.47 0.71 0.03  -0.389
N -0.73 1.52 1.76  -0.011
C 0.56 1.63 2.30  -0.129
C 1.54 0.66 2.12  0.462
C 2.79 0.84 2.67  -0.881
C 3.09 1.99 3.39  -0.499
C 2.12 2.97 3.55  -0.576
C 0.86 2.79 3.01  -0.568
C 1.15 -0.20 -2.27  -0.425
C 1.54 0.70 -3.24  -0.843
H 1.03 0.57 -6.93  0.329
H 2.62 0.67 -6.17  0.327
H 2.10 1.93 -7.29  0.358
H 0.30 2.61 -5.70  0.354
H 1.89 2.72 -4.94  0.351
H -1.27 0.82 -5.09  0.378
H -2.00 -0.77 -3.37  0.358
H -1.59 -1.90 -1.49  0.236
H -0.35 -3.35 1.45  0.440
H -1.50 -3.63 0.14  0.496
H -2.68 -1.55 0.59  0.604
H -3.39 -2.88 4.26  0.259
H -1.76 -1.43 5.18  0.426
H -2.74 -0.33 4.17  0.287
H -0.35 -0.04 3.64  0.550
H -0.17 -1.78 3.31  0.188
H -1.08 2.39 1.36  0.332
H 1.33 -0.22 1.54  0.480
H 3.55 0.08 2.52  0.454
H 4.07 2.12 3.81  0.395
H 2.35 3.87 4.09  0.382
H 0.11 3.56 3.12  0.463
H 1.82 -0.48 -1.48  0.478
H 2.54 1.12 -3.19  0.355

Computed properties:
2S+1: 1
Kohn-Sham gap: 8.63 eV
SMILES: CCc1ccc(NC(=O)C[C@H]2C(=O)NCCN2C(=S)Nc2ccccc2)cc1

---

ii) Computed, not measured: an isolated molecule of C21H24N4O2S, with ωB97M-V/def2-TZVPD.

Last column: Mulliken charge in e.
Atoms and positions in Å:
O -3.33 -2.16 0.53  -0.725
C -2.97 -1.02 0.79  0.472
N -3.73 -0.03 1.26  -0.121
C -5.16 -0.14 1.46  -0.951
C -5.92 0.54 0.35  0.737
C -5.82 0.08 -0.96  -0.434
C -6.53 0.75 -1.95  -0.463
C -7.30 1.84 -1.59  -0.397
C -7.33 2.21 -0.26  -0.201
N -6.66 1.58 0.69  -0.501
C -1.50 -0.60 0.63  0.495
O -1.12 0.53 0.85  -0.657
N -0.77 -1.66 0.21  0.015
C 0.58 -1.69 -0.05  0.456
N 1.39 -0.71 0.07  -0.297
C 2.67 -1.05 -0.25  -2.247
C 3.72 0.01 -0.15  3.443
C 3.32 1.18 -1.07  -1.582
C 4.34 2.31 -0.94  0.508
C 4.37 2.80 0.50  -1.377
C 4.78 1.65 1.42  0.509
C 6.16 1.14 1.03  -1.500
C 6.12 0.64 -0.42  0.333
C 5.73 1.79 -1.34  -1.503
C 5.11 -0.49 -0.55  -1.922
C 3.76 0.52 1.30  -1.580
C 2.82 -2.35 -0.64  -0.511
S 1.32 -3.20 -0.60  -0.272
H -3.28 0.86 1.38  0.258
H -5.43 0.32 2.41  0.292
H -5.39 -1.21 1.48  0.376
H -5.21 -0.78 -1.19  0.419
H -6.48 0.42 -2.98  0.401
H -7.87 2.39 -2.33  0.370
H -7.92 3.06 0.08  0.381
H -1.31 -2.51 0.08  0.287
H 2.33 1.52 -0.79  0.546
H 3.28 0.82 -2.10  0.495
H 4.05 3.13 -1.60  0.258
H 3.39 3.17 0.79  0.504
H 5.09 3.62 0.60  0.493
H 4.80 2.00 2.46  0.259
H 6.90 1.94 1.13  0.523
H 6.46 0.32 1.69  0.479
H 7.12 0.27 -0.70  0.259
H 6.46 2.60 -1.26  0.523
H 5.71 1.45 -2.38  0.479
H 5.09 -0.86 -1.58  0.564
H 5.40 -1.32 0.10  0.564
H 2.76 0.87 1.58  0.547
H 4.03 -0.31 1.97  0.491
H 3.71 -2.87 -0.94  0.505

Computed properties:
2S+1: 1
Kohn-Sham gap: 8.85 eV
SMILES: O=C(NCc1ccccn1)C(=O)Nc1nc([C@]23C[C@H]4C[C@H](C[C@H](C4)C2)C3)cs1

---

What are the relative energies? In kJ/mol: i) 54.9; ii) 0.0.

---

i) Computed, not measured: a cluster of 2 separate species, C3H7O2S in total, with ωB97M-V/def2-TZVPD.

Last column: Mulliken charge in e.
Atoms and positions in Å:
O 2.29 -1.64 0.63  -0.514
C 1.70 -0.62 0.38  0.055
C 0.45 -0.09 1.10  -0.237
C -0.08 1.17 0.36  -1.061
S -1.79 1.72 0.72  -0.593
H 1.82 -0.11 -0.61  0.295
H 0.88 0.15 2.12  0.235
H -0.34 -0.82 1.21  0.285
H 0.00 0.97 -0.72  0.261
H 0.69 1.93 0.51  0.317
H -2.09 -1.57 -2.25  0.287
H -1.76 -0.43 -1.26  0.309
O -1.77 -0.66 -2.20  -0.640

Computed properties:
2S+1: 1
Kohn-Sham gap: 6.44 eV
Charge: -1

---

ii) Computed, not measured: a cluster of 2 separate species, C3H7O2S in total, with ωB97M-V/def2-TZVPD.

Last column: Mulliken charge in e.
Atoms and positions in Å:
C 0.99 1.43 1.05  -0.938
C 0.89 0.68 -0.29  -0.242
S 2.03 -0.84 -0.39  -0.292
H -0.01 1.76 1.33  0.268
H 1.47 0.80 1.80  0.315
H 1.51 2.37 0.86  0.276
H 1.38 1.39 -1.08  0.270
H -0.08 0.24 -0.51  0.152
H 1.06 -1.63 -0.86  0.178
O -3.20 -0.88 0.12  -0.642
C -2.35 -1.61 -0.41  0.498
O -2.41 -2.55 -1.26  -0.673
H -1.28 -1.17 -0.34  -0.170

Computed properties:
2S+1: 1
Kohn-Sham gap: 7.17 eV
Charge: -1

---

What are the relative energies? In kJ/mol: i) 17.5; ii) 0.0.

---

i) Computed, not measured: a cluster of 2 separate species, C4H3O2 in total, with ωB97M-V/def2-TZVPD.

Last column: Mulliken charge in e.
Atoms and positions in Å:
C 0.93 0.52 -0.20  0.020
C -1.39 -0.05 -0.12  0.047
C -0.30 0.22 0.79  0.066
C -0.18 -0.32 -0.78  0.209
O 2.01 -0.16 -0.02  -0.354
O -0.46 -1.14 0.31  -0.019
H 0.87 1.49 -0.46  0.495
H -4.16 -0.95 0.21  0.177
H 2.68 0.38 0.27  0.360

Computed properties:
2S+1: 1
Kohn-Sham gap (spin up / spin down): 6.50 / 11.04 eV
Charge: +1

---

ii) Computed, not measured: the ion C4H3O2 with charge +1, with ωB97M-V/def2-TZVPD.

Last column: Mulliken charge in e.
Atoms and positions in Å:
C -0.05 -0.07 0.04  -0.163
C -1.08 0.78 0.08  -0.224
C -0.25 -1.53 -0.07  0.187
C -2.47 0.49 0.07  0.590
O -3.58 0.42 -0.07  -0.036
O -1.38 -1.95 0.04  -0.405
H 0.90 0.45 -0.10  0.379
H -1.19 1.91 0.14  0.334
H 0.64 -1.91 -0.51  0.339

Computed properties:
2S+1: 1
Kohn-Sham gap: 8.75 eV
Charge: +1

---

What are the relative energies? In kJ/mol: i) 1040.4; ii) 0.0.